[1]
2 unconnected molecules or ions with the total composition C4H12O, computed with wB97M-V/def2-TZVPD.

Geometry as XYZ:
```
17
Properties=species:S:1:pos:R:3:forces:R:3
C 0.58281 2.08375 -0.18074 0.12 -0.33 0.29
C 1.67701 2.42561 0.84096 -0.24 -0.30 0.14
H -0.03138 1.25598 0.18095 0.02 0.09 0.03
H -0.10680 2.88610 -0.42718 0.18 0.28 -0.02
H 1.07134 1.74189 -1.08862 -0.15 -0.04 -0.25
H 2.57882 2.78013 0.34136 -0.02 0.08 0.14
H 1.91963 1.52278 1.40804 0.23 0.04 -0.18
H 1.37651 3.14814 1.59644 -0.12 0.22 -0.13
C -0.52562 -1.70845 -0.63837 0.48 0.11 0.45
C -1.96554 -1.99261 -0.25120 0.46 -0.10 0.40
O 0.34935 -2.05227 0.45191 0.06 -0.41 -0.23
H -0.17819 -2.20410 -1.54145 -0.23 -0.26 -0.21
H -0.34869 -0.64493 -0.80841 -0.20 -0.03 0.08
H -2.09514 -1.57246 0.75098 -0.27 0.22 -0.25
H 0.50577 -3.01164 0.44252 -0.16 0.53 -0.02
H -2.12168 -3.06181 -0.11843 -0.06 -0.16 -0.25
H -2.68819 -1.59613 -0.95875 -0.08 0.06 0.00
```
Forces are in eV/Å.

The energy above the lowest of the compared OMol25 structures with the same formula, charge and spin is 51.2 kJ/mol. The multiplicity is 1. The maximum force is 0.0129 Eh/bohr. The molecular weight is 76.1 g mol⁻¹. The calculation puts the HOMO energy at -10.42 eV. As for the SMILES: CCO.CC.

---

[2]
A molecular structure, C16H31NP2PtS at a distorted geometry, computed with wB97M-V/def2-TZVPD.

Geometry as XYZ:
```
52
Properties=species:S:1:pos:R:3:forces:R:3
P 1.14318 -1.51296 0.15820 -2.15 -1.72 -1.48
P 0.33365 1.94455 1.12380 -1.54 -0.92 0.75
C 2.24748 0.02872 -0.23305 0.49 0.99 0.76
C 1.91097 1.46987 0.30987 0.90 1.08 -0.38
H 2.60422 0.06519 -1.27642 -0.71 0.01 0.20
H 3.17647 -0.18851 0.32562 -0.49 0.09 -0.46
H 2.68552 1.66301 1.07154 -0.40 0.30 -0.21
H 1.98768 2.27777 -0.42640 0.64 -0.39 -0.32
C -0.90416 3.36519 0.90114 0.40 0.15 -0.62
H -0.98345 3.84273 1.88319 0.37 -0.08 -0.24
H -1.93258 3.06486 0.67022 0.65 -0.24 0.01
H -0.57100 4.07877 0.14886 0.04 0.19 0.04
C 0.90161 2.59540 2.73092 0.25 -0.48 0.19
H 1.05106 3.67951 2.61133 -0.04 -0.35 0.11
H 1.84472 2.14137 3.03405 -0.14 -0.05 0.15
H 0.12433 2.39522 3.47286 0.09 0.17 0.08
C 0.31658 -3.40633 0.42426 0.18 0.77 0.34
H 0.67916 -3.81146 1.37374 -0.17 -0.09 -0.29
H 0.69034 -4.02930 -0.40543 -0.19 0.11 0.33
H -0.77290 -3.40637 0.47714 0.19 -0.20 -0.17
C 2.58323 -2.35110 1.03212 0.60 0.58 0.64
H 3.35317 -1.64374 1.37146 -0.01 -0.41 -0.33
H 3.00138 -3.08897 0.32597 -0.10 0.25 0.31
H 2.24931 -2.86675 1.94432 0.01 0.07 -0.54
Pt -0.78964 -0.11456 0.35685 -0.33 -1.34 4.60
C -0.20152 1.37160 -1.75335 0.21 1.61 -0.06
C -1.43096 1.11675 -1.11444 -2.57 0.75 -0.96
C -2.55279 0.54912 -1.98308 0.04 0.13 0.57
C -2.26606 -0.90778 -2.16306 -0.29 -0.96 0.05
C -1.28275 -1.44818 -1.14688 0.56 0.43 0.13
C 0.13843 -1.65628 -1.57397 2.20 -1.25 -1.29
C 0.63849 -0.86710 -2.82161 -0.26 -0.62 0.52
C 0.32449 0.65834 -2.91349 1.04 -0.82 -1.13
C -0.40591 -1.25497 2.20049 0.55 0.39 1.03
H 0.17760 2.37835 -1.65655 0.36 0.22 0.24
H -1.93116 1.84876 -0.48868 0.67 0.56 -0.60
H -2.69148 1.09428 -2.91790 0.30 0.05 -0.16
H -3.48744 0.70477 -1.44331 -0.06 -0.24 0.10
H -3.18849 -1.45514 -1.99805 -0.14 -0.34 -0.52
H -1.82503 -1.13903 -3.11954 -0.38 -0.08 -0.69
H -1.69221 -2.30615 -0.60766 0.15 0.30 0.04
H 0.31181 -2.72705 -1.77691 -0.08 0.42 -0.50
H 0.21068 -1.35984 -3.71658 0.21 0.17 0.41
H 1.72977 -1.01983 -2.90035 -0.46 0.00 0.06
H 1.28424 1.11599 -3.19666 -0.31 0.14 0.04
H -0.30163 0.76913 -3.81252 -0.20 0.22 0.18
H -0.10622 -0.44953 2.87446 -0.01 0.08 0.15
H 0.33258 -2.04160 2.37191 -0.21 0.16 -0.14
H -1.34695 -1.63293 2.62493 -0.08 0.13 -0.74
S -2.52668 0.60362 4.65273 0.18 -0.24 0.63
C -2.42646 0.81119 3.07589 -0.29 0.91 -2.37
N -2.41467 1.05142 1.89800 0.30 -0.62 1.47
```
Forces are in eV/Å.

The energy above the lowest of the compared OMol25 structures with the same formula, charge and spin is 49.4 kJ/mol. The multiplicity is 3. The maximum force is 0.0934 Eh/bohr. The molecular weight is 526.5 g mol⁻¹. As for the expectation value of S²: 2.03. The calculation puts the HOMO energy (spin up / spin down) at -6.03 / -7.48 eV.

---

[3]
A molecular structure, C34H31Br3CdN9OS, computed with wB97M-V/def2-TZVPD.

Geometry as XYZ:
```
80
Properties=species:S:1:pos:R:3:forces:R:3
Cd -0.20697 0.57004 -1.56222 -0.06 0.07 0.03
Br 2.23400 -5.70210 5.99234 0.00 0.00 0.00
C 3.19420 -4.22047 5.31315 0.01 0.02 0.01
C 3.47223 -4.15478 3.95626 0.01 0.00 -0.01
C 4.15746 -3.06235 3.45242 -0.03 -0.03 0.02
C 4.56082 -2.04689 4.30991 0.01 0.01 -0.02
C 4.33155 -2.14747 5.67423 0.00 0.00 -0.02
C 3.62509 -3.22863 6.17901 -0.01 -0.02 0.00
N 5.33963 -0.93980 3.83443 -0.01 0.01 0.01
N 4.92209 -0.15994 2.96987 0.02 0.01 0.02
C 3.59680 -0.17954 2.43556 -0.01 -0.01 0.02
C 2.43900 -0.44148 3.13306 0.01 0.00 -0.01
C 1.17816 -0.31415 2.54329 -0.01 0.01 -0.03
C 1.02089 0.08474 1.22428 -0.01 0.00 0.00
O -0.14075 0.17036 0.64484 -0.02 0.01 -0.03
C 2.22137 0.42010 0.49600 -0.01 -0.01 0.00
N 2.06959 0.86848 -0.77901 0.00 -0.06 0.02
C 3.13508 1.20780 -1.46391 0.02 0.03 -0.02
C 4.43873 1.13161 -0.94833 -0.01 0.00 0.00
C 4.61565 0.67421 0.32709 -0.01 -0.02 0.02
C 3.49174 0.29912 1.10051 0.00 0.01 -0.03
H 3.15265 -4.95207 3.29994 0.00 0.00 0.00
H 4.37373 -2.99723 2.39352 0.00 0.01 0.00
H 4.69822 -1.37153 6.33359 0.00 0.00 0.00
H 3.42352 -3.30629 7.23819 0.00 0.00 0.00
H 2.48566 -0.74345 4.16930 0.02 0.00 0.00
H 0.28957 -0.53878 3.11959 0.00 0.00 0.01
H 2.97732 1.55137 -2.48275 -0.01 -0.01 0.00
H 5.27705 1.43752 -1.55847 0.00 0.00 0.00
H 5.59972 0.60464 0.76935 0.00 0.00 0.00
N -0.74290 0.24130 -3.88746 0.03 0.03 0.01
C -0.83419 1.52064 -4.60658 0.00 0.00 -0.02
C 0.36414 2.39789 -4.27753 -0.01 0.02 -0.01
N 0.41977 2.65026 -2.83417 0.03 -0.01 -0.02
H -0.05159 -0.36967 -4.31037 0.00 -0.01 0.01
H -1.62428 -0.25873 -3.91631 0.00 0.00 0.04
H -1.74956 2.01972 -4.28089 0.00 0.00 0.00
H -0.89990 1.38864 -5.68892 0.00 -0.01 0.00
H 0.30469 3.31514 -4.86882 0.01 0.00 0.00
H 1.28343 1.88430 -4.57211 0.00 -0.01 0.01
H -0.28649 3.32616 -2.55884 -0.01 -0.01 0.01
H 1.31486 3.03100 -2.55273 0.00 0.02 -0.01
Br -4.32342 -4.96222 0.32441 0.00 0.00 0.00
C -3.29719 -3.51088 -0.28174 0.02 -0.02 0.00
C -3.90516 -2.31907 -0.62552 0.00 0.03 0.01
C -3.09089 -1.29177 -1.07356 -0.02 0.02 0.00
N -1.77045 -1.39239 -1.18405 0.06 -0.06 -0.05
C -1.18978 -2.54587 -0.84152 0.00 -0.02 0.03
C -1.92258 -3.63692 -0.39423 -0.02 0.00 0.01
C 0.29222 -2.64659 -1.00012 0.00 0.02 -0.03
C 1.02514 -3.61752 -0.32648 0.00 0.00 0.00
C 2.37895 -3.72103 -0.59074 -0.01 0.01 -0.01
Br 3.40612 -5.04364 0.25936 0.01 -0.02 0.00
C 2.97347 -2.86223 -1.49880 0.01 0.01 -0.02
C 2.16727 -1.90576 -2.08578 -0.01 -0.01 0.02
N 0.86351 -1.78507 -1.84556 0.00 0.00 0.00
H -4.97480 -2.18820 -0.55236 0.00 0.00 0.00
H -3.51485 -0.33280 -1.34894 0.00 0.00 0.00
H -1.44791 -4.57719 -0.15885 0.00 0.00 0.00
H 0.56288 -4.27412 0.39489 0.00 0.00 0.00
H 4.02514 -2.92501 -1.73712 0.00 -0.01 0.01
H 2.59815 -1.19596 -2.78172 -0.01 0.00 0.00
N -2.45599 1.47963 1.22165 0.04 -0.01 0.06
C -3.00133 2.21366 0.25959 0.02 0.07 -0.04
S -2.41764 2.17136 -1.34470 0.00 0.00 0.03
N -4.03192 3.00592 0.61297 0.00 -0.04 0.00
C -4.84251 3.83094 -0.22324 0.01 0.02 -0.01
C -5.07029 5.13839 0.18087 0.03 0.02 -0.03
C -5.89897 5.95798 -0.57049 0.01 0.00 0.01
C -6.49034 5.47435 -1.72725 0.00 -0.01 -0.01
C -6.26353 4.16256 -2.12045 0.00 0.00 0.00
C -5.44949 3.33220 -1.36677 -0.04 0.00 0.02
H -1.57368 0.96105 1.07218 -0.02 -0.01 -0.03
H -2.82951 1.51898 2.15713 0.00 0.00 -0.01
H -4.17188 3.14084 1.60329 -0.04 -0.05 0.00
H -4.59257 5.51579 1.07712 0.00 0.00 0.00
H -6.07551 6.97641 -0.25211 0.00 0.00 0.00
H -7.13323 6.11380 -2.31668 0.00 0.00 0.00
H -6.73662 3.77560 -3.01318 0.00 0.00 0.00
H -5.29256 2.30513 -1.66179 0.01 -0.01 0.01
```
Forces are in eV/Å.

The energy above the lowest of the compared OMol25 structures with the same formula, charge and spin is 0.0 kJ/mol. The multiplicity is 1. The maximum force is 0.0019 Eh/bohr. The molecular weight is 965.9 g mol⁻¹. The charge is +1. The calculation puts the HOMO energy at -9.58 eV.

---

[4]
A single C4H8N2O molecule at a distorted geometry, computed with wB97M-V/def2-TZVPD.

Geometry as XYZ:
```
15
Properties=species:S:1:pos:R:3:forces:R:3
N 0.14982 1.32659 -1.10676 0.19 0.17 -0.06
C 0.47153 -0.06919 -0.82841 -0.02 -0.13 0.05
C -0.68217 -0.59516 0.04828 -0.10 0.00 0.01
C -0.41115 -0.42283 1.53118 -0.09 -0.36 -0.09
O -0.08457 0.94162 1.75094 0.13 0.14 0.27
C 0.57179 -0.81966 -2.09363 0.07 -0.44 -0.79
N 0.67986 -1.41314 -3.07996 -0.12 0.54 0.91
H 0.27657 1.85491 -0.24872 -0.03 0.03 -0.19
H 0.70190 1.72134 -1.85240 0.25 0.04 0.01
H 1.43758 -0.21442 -0.31352 -0.17 0.04 -0.08
H -0.95369 -1.63371 -0.16486 0.15 0.13 0.03
H -1.50009 0.06444 -0.25370 -0.25 -0.36 0.21
H 0.41769 -1.07271 1.85022 -0.09 0.09 -0.08
H -1.30363 -0.71321 2.10563 0.15 0.07 -0.10
H 0.22857 1.04514 2.65572 -0.05 0.04 -0.09
```
Forces are in eV/Å.

The energy above the lowest of the compared OMol25 structures with the same formula, charge and spin is 160.2 kJ/mol. The multiplicity is 1. The maximum force is 0.0206 Eh/bohr. The molecular weight is 100.1 g mol⁻¹. The calculation puts the HOMO energy at -9.85 eV. As for the SMILES: N#C[C@@H](N)CCO.

---

[5]
A molecular structure, C27H34GeN5O2PtS at a distorted geometry, computed with wB97M-V/def2-TZVPD.

Geometry as XYZ:
```
71
Properties=species:S:1:pos:R:3:forces:R:3
Pt -0.79014 0.01789 0.32882 -1.04 0.13 0.35
O -0.80221 -1.92964 1.01182 0.03 -0.68 -0.40
N -0.68009 -1.84699 2.28777 -0.12 -0.28 -0.33
O -0.53915 -0.69890 2.63980 0.33 0.69 0.75
S -1.42152 2.22840 0.11118 0.38 0.12 -0.11
C -1.09674 2.94817 1.66052 -0.11 -0.03 -0.37
N -1.35586 4.23217 1.87301 0.05 -0.04 0.06
C -0.99467 4.64669 3.23503 -0.01 0.05 0.02
C -0.49788 3.32244 3.85967 0.03 0.02 0.05
N -0.61327 2.38028 2.74213 -0.07 -0.21 0.09
H -1.66808 4.85685 1.14904 0.01 -0.01 -0.01
H -1.86192 5.05271 3.75277 0.03 -0.02 0.00
H -0.21660 5.40777 3.20174 -0.01 -0.02 0.02
H -1.11838 2.99414 4.69172 0.00 0.02 -0.02
H 0.53694 3.37677 4.19217 0.01 0.02 -0.01
H -0.37070 1.40065 2.80503 0.03 0.08 -0.04
C 3.11166 1.28254 -4.27886 0.01 -0.04 -0.03
C 2.33012 0.13615 -4.22041 0.00 0.03 0.00
C 1.84744 -0.30223 -2.99942 -0.04 -0.01 0.03
C 2.13590 0.39513 -1.82199 -0.40 0.14 -0.26
C 2.91556 1.54982 -1.89536 -0.02 -0.03 -0.02
C 3.40467 1.98304 -3.11967 0.02 0.06 0.03
Ge 1.58405 -0.37925 -0.14495 1.05 0.05 0.05
C 2.30223 -2.18832 -0.15577 -0.22 -0.15 0.14
C 3.69886 -2.16197 -0.21834 -0.05 0.03 -0.01
C 4.42837 -3.34000 -0.19912 0.06 0.05 -0.04
C 3.77477 -4.56050 -0.13992 -0.03 -0.03 0.00
C 2.39017 -4.59979 -0.09954 0.02 0.02 -0.04
C 1.65572 -3.42132 -0.10454 0.06 0.06 -0.04
C 2.30241 0.63425 1.34839 -0.17 0.09 0.20
C 2.18983 2.02644 1.38028 0.09 0.01 -0.06
C 2.78957 2.76237 2.39155 -0.06 0.05 0.00
C 3.47886 2.11271 3.40602 0.03 -0.01 0.02
C 3.57059 0.72752 3.40539 -0.01 0.02 0.00
C 2.98332 -0.00668 2.38607 -0.05 -0.08 -0.03
H 3.50814 1.61821 -5.22730 -0.01 0.02 -0.02
H 2.11223 -0.41814 -5.12297 0.00 -0.02 -0.02
H 1.26504 -1.21690 -2.96112 0.02 -0.04 0.02
H 3.17842 2.09805 -1.00112 0.01 0.00 0.00
H 4.02361 2.86890 -3.16605 0.02 0.00 0.00
H 4.22870 -1.21756 -0.28853 0.03 0.01 0.03
H 5.50830 -3.30237 -0.23577 0.02 0.01 -0.01
H 4.34507 -5.47882 -0.13383 0.01 -0.02 0.02
H 1.87897 -5.55178 -0.06085 -0.02 -0.02 0.00
H 0.58102 -3.48101 -0.07041 -0.12 0.03 0.06
H 1.65498 2.54524 0.59171 -0.02 0.02 -0.01
H 2.72979 3.84420 2.38342 0.01 0.01 -0.01
H 3.95269 2.68440 4.19291 0.01 0.01 0.00
H 4.11128 0.22101 4.19264 0.00 -0.02 0.02
H 3.07274 -1.08633 2.39149 0.01 -0.02 -0.01
C -3.97091 -2.66798 -1.96137 0.00 -0.06 -0.03
C -2.66973 -2.05508 -1.39959 0.07 -0.05 0.02
N -2.90416 -0.67830 -0.93231 0.15 -0.17 -0.09
C -3.36037 0.14370 -2.05818 0.06 0.13 -0.01
C -4.69024 -0.40432 -2.62284 -0.05 0.02 -0.04
N -5.04873 -1.63188 -1.83591 -0.05 -0.02 -0.02
C -5.24808 -1.28055 -0.39129 -0.05 0.03 0.02
C -3.92349 -0.67615 0.12576 0.01 0.07 0.08
H -4.29867 -3.54293 -1.40218 0.01 0.01 -0.02
H -3.89487 -2.93320 -3.01453 0.01 0.01 0.02
H -1.90395 -2.02308 -2.17304 0.03 -0.02 0.02
H -2.29028 -2.64661 -0.56719 -0.02 0.04 -0.06
H -2.58687 0.14136 -2.82433 0.00 0.01 0.00
H -3.48868 1.16805 -1.71107 0.01 0.00 -0.01
H -4.61611 -0.69824 -3.66831 0.01 0.01 0.01
H -5.51484 0.29857 -2.51451 0.02 -0.01 -0.01
H -5.91858 -2.01664 -2.20580 0.03 0.02 0.02
H -5.52887 -2.19426 0.12934 0.01 0.01 0.00
H -6.07729 -0.57733 -0.33867 0.01 -0.01 0.01
H -3.54600 -1.24657 0.97425 -0.02 -0.01 -0.02
H -4.07413 0.35505 0.44559 0.01 -0.04 0.03
```
Forces are in eV/Å.

The energy above the lowest of the compared OMol25 structures with the same formula, charge and spin is 60.8 kJ/mol. The multiplicity is 2. The maximum force is 0.0214 Eh/bohr. The molecular weight is 760.4 g mol⁻¹. As for the expectation value of S²: 0.75. The charge is +2. The calculation puts the HOMO energy (spin up / spin down) at -13.35 / -13.35 eV.

---

maximum force of number 4 (C4H8N2O)?
0.0206 Eh/bohr

---

molecular weight of number 2 (C16H31NP2PtS)?
526.5 g mol⁻¹

---

Look up the energy above the lowest of the compared OMol25 structures with the same formula, charge and spin of the third one.
0.0 kJ/mol

---

Which value of multiplicity does entry 4 give?
1